No. 1
Molecular formula: C7H13N2
Method: DFT, ωB97M-V/def2-TZVPD

Cartesian coordinates (Å):
C -1.198983 0.553591 2.162825
C 0.048467 1.252846 2.101666
C -1.712380 0.174509 0.900219
C 0.873544 1.150775 1.064147
C -0.902650 0.172419 -0.263555
C 1.005662 0.877270 -1.388646
C 1.051022 -1.048396 0.165849
N -1.131353 -1.685724 -1.369691
N 0.545835 0.355640 -0.095195
H -1.867567 0.669167 3.040958
H 0.145310 1.967077 2.986955
H -2.751297 0.044862 0.757538
H 1.678422 1.803777 0.869839
H -1.386617 0.666448 -1.107993
H 0.513354 0.335262 -2.134062
H 0.933859 1.902344 -1.314311
H 2.076307 0.742671 -1.219736
H 0.897812 -1.219611 1.193782
H 0.542314 -1.769269 -0.497860
H 2.007760 -1.068994 -0.250371
H -1.757876 -1.409896 -2.214292
H -1.828420 -2.209266 -0.747044

Cartesian forces, eV/Å:
-2.2 -0.5 -2.6
0.2 0.8 1.9
1.3 0.4 3.2
-0.4 1.5 0.4
-2.1 -1.4 -1.4
3.0 -0.7 2.5
-0.5 -0.5 -1.6
-2.3 1.4 0.2
-2.7 -2.3 -0.1
0.6 -0.3 -0.8
0.8 -1.0 -1.6
-0.9 -0.4 0.0
1.0 0.4 0.2
0.6 0.1 0.1
-0.2 -0.5 -1.4
-1.0 2.3 -0.7
0.3 -0.3 -1.4
0.3 -0.5 1.0
-0.1 0.6 0.7
2.1 0.1 0.4
1.2 -0.2 1.7
1.1 0.9 -0.8

2S+1	1
electronic energy	-10438.151	eV
ΔE to the lowest compared entry with this formula, charge and spin	6.046	eV
net charge	+1
E_HOMO (spin up / spin down)	-13.0230 / -12.6613	eV
frontier orbital gap (spin up / spin down)	7.76 / 7.68	eV

No. 2
Molecular formula: C35H82Cl6N4O16
Method: DFT, ωB97M-V/def2-TZVPD

Cartesian coordinates (Å):
C -1.743938 5.888005 0.368954
O -2.402651 4.670649 0.592099
C -3.654924 4.526394 -0.103925
C -4.342385 3.245386 0.460045
C -3.566529 1.954088 0.338205
N -5.743410 3.048386 -0.023991
H -0.845373 5.976563 0.980574
H -2.294334 6.790122 0.662677
H -1.391054 6.003827 -0.659984
H -4.210293 5.412378 0.221679
H -3.532634 4.576442 -1.190219
H -4.538836 3.546687 1.492464
H -3.885819 1.277102 1.128514
H -2.494454 2.151207 0.405622
H -3.732773 1.496169 -0.635854
H -6.186255 3.910266 0.298048
H -5.695494 3.247386 -1.025823
C 1.256634 7.594271 -0.120118
O 1.559309 6.283361 -0.423087
C 2.427193 6.197433 -1.575878
C 3.017883 4.788704 -1.694052
C 3.267959 4.121781 -0.319098
N 4.280250 4.777254 -2.467542
H 0.779143 8.094520 -0.972874
H 2.076348 8.143772 0.355557
H 0.465978 7.648034 0.636380
H 1.834181 6.584132 -2.408182
H 3.250222 6.916422 -1.477727
H 2.328621 4.307508 -2.392826
H 3.713820 3.144332 -0.498026
H 2.306408 3.961730 0.177786
H 3.793286 4.759184 0.392473
H 4.526564 3.794437 -2.379747
H 5.015457 5.183568 -1.888857
C -5.002372 0.438496 -2.913565
O -4.741468 -0.324257 -1.771232
C -3.709093 -1.266474 -1.994497
C -3.344313 -1.858048 -0.653031
C -2.068564 -2.704767 -0.686572
N -4.427486 -2.546960 0.055804
H -4.109411 1.007695 -3.214978
H -5.813421 1.141102 -2.741163
H -5.144769 -0.176216 -3.811704
H -4.067907 -1.996068 -2.731837
H -2.782230 -0.834711 -2.393403
H -3.101628 -0.958253 -0.076868
H -2.204586 -3.482496 -1.445577
H -1.738380 -3.120248 0.263732
H -1.201568 -2.134139 -1.038981
H -4.410362 -3.528275 -0.198477
H -4.099071 -2.479379 1.012154
C 1.763810 -1.872740 3.798445
O 2.431077 -0.790347 3.190598
C 3.067715 0.048876 4.228845
C 3.622257 1.266609 3.562474
C 4.672096 1.989644 4.412259
N 2.504226 2.180115 3.239967
H 2.249908 -2.577104 4.482410
H 1.440736 -2.485882 2.954855
H 0.898466 -1.467786 4.329544
H 2.345842 0.222918 5.028346
H 3.824053 -0.683921 4.523583
H 4.110698 0.988369 2.623899
H 4.344105 2.393675 5.368685
H 4.958398 2.850396 3.799138
H 5.595434 1.423383 4.536347
H 2.886124 2.883912 2.621549
H 1.818964 1.650544 2.709810
C -5.128880 -2.465262 5.203064
C -3.726417 -2.183370 4.681655
O -2.987753 -3.381525 4.750654
C -2.928045 -4.083523 3.599139
O -3.507361 -3.839447 2.574484
O -2.236807 -5.181141 3.826715
C -2.204474 -6.272775 2.945219
H -5.147327 -3.096148 6.095578
H -5.761943 -3.045989 4.526064
H -5.685826 -1.579453 5.513884
H -3.343008 -1.520378 5.462394
H -3.719993 -1.613099 3.755720
H -1.712081 -6.004488 2.006307
H -3.192270 -6.612400 2.628579
H -1.646691 -7.074659 3.418258
C 1.488239 -1.831534 -3.470842
C 0.946325 -3.159910 -3.972258
O 0.574826 -3.936493 -2.841581
C 0.004238 -5.102836 -3.029388
O -0.177694 -5.700048 -4.071387
O -0.416647 -5.549884 -1.856510
C -0.965239 -6.863177 -1.793525
H 2.524335 -1.948874 -3.144775
H 1.012857 -1.487974 -2.550498
H 1.468655 -1.029170 -4.207695
H 1.778341 -3.657801 -4.477475
H 0.112650 -3.148679 -4.675144
H -0.771680 -7.259559 -0.797295
H -0.420289 -7.528190 -2.461450
H -2.036233 -6.833710 -1.978080
C 3.322984 -0.862667 -0.285151
C 4.487710 -1.737171 -0.770310
O 4.006575 -3.053598 -1.085885
C 4.709634 -3.783721 -1.964234
O 5.869881 -3.640455 -2.268693
O 3.889461 -4.699452 -2.455065
C 4.499660 -5.838158 -3.066588
H 2.793241 -0.567406 -1.184604
H 3.791369 -0.056163 0.275741
H 2.726476 -1.395104 0.451641
H 5.209633 -1.904599 0.034674
H 5.079101 -1.329770 -1.591799
H 4.670081 -5.721927 -4.133726
H 3.839597 -6.677540 -2.854169
H 5.428484 -6.052750 -2.538343
C -2.442460 -0.925107 2.182916
C -1.027209 -0.550607 1.765034
O -1.060384 -0.095474 0.429037
C -0.041711 0.610099 -0.083817
O 0.881988 1.042777 0.582734
O -0.292377 0.765760 -1.359518
C 0.712979 1.389881 -2.155414
H -3.068856 -0.069328 1.920817
H -2.581977 -1.092545 3.247640
H -2.745599 -1.780821 1.576380
H -0.355309 -1.398625 1.909681
H -0.652519 0.207322 2.455201
H 1.516044 0.684448 -2.374596
H 1.180627 2.171978 -1.556183
H 0.363789 1.743277 -3.118283
Cl 6.847407 1.336637 -2.528269
C 5.598132 0.870320 -3.752135
Cl 4.030538 1.159221 -3.127482
H 5.750754 1.418903 -4.675604
H 5.658178 -0.203772 -3.905227
Cl -0.940269 0.357696 5.202000
C -1.391208 2.003485 4.664721
Cl -3.084433 2.028955 4.175035
H -1.239539 2.719140 5.464571
H -0.802999 2.233372 3.781551
Cl 0.376297 2.512799 -5.629823
C -0.697721 1.205661 -6.216925
Cl -1.874105 0.855124 -4.955237
H -1.195903 1.605863 -7.092255
H -0.145230 0.286374 -6.373679

Cartesian forces, eV/Å:
0.5 0.5 0.0
0.0 -0.3 -0.3
0.5 0.0 1.2
-0.7 0.8 0.2
0.4 0.6 -0.2
0.9 1.4 -0.6
0.0 -0.7 0.1
-0.7 -0.2 -0.2
-0.2 -0.1 -0.2
-0.6 -0.1 -0.3
0.1 -0.3 -0.1
0.7 -0.5 0.3
0.0 0.0 -0.3
0.0 -0.1 0.3
-0.2 -0.1 0.1
-0.5 -0.3 0.1
-0.2 -0.6 -0.2
-1.2 0.8 0.6
0.8 -0.9 -0.4
0.1 0.8 1.1
0.1 0.6 -0.2
-1.9 0.1 -0.5
0.1 0.0 0.5
0.6 0.4 -0.2
0.3 0.1 -0.6
0.1 -0.5 0.1
0.1 -0.6 -0.5
0.1 0.0 0.3
-0.2 -0.9 0.7
0.3 0.1 0.3
0.0 -0.2 0.0
0.5 0.0 -0.4
0.2 -0.1 -0.7
-0.1 0.4 -0.1
1.0 0.1 -0.6
0.1 0.1 -0.2
-0.3 -0.5 0.1
0.5 0.2 0.5
0.4 0.4 -1.4
0.3 0.7 -0.4
0.1 0.3 0.3
-0.2 -0.3 0.1
-0.7 -0.2 0.1
0.1 -0.2 0.0
-0.1 0.4 -0.1
-0.3 -0.2 -0.2
0.1 -0.4 0.4
-0.5 -0.2 0.1
-0.2 0.1 -0.1
0.0 -0.1 0.2
-0.8 -0.7 0.1
-1.2 0.0 -0.9
0.4 0.6 1.0
0.0 -2.3 -1.5
-0.3 0.6 0.4
0.2 0.6 -0.8
0.4 -0.3 0.4
0.9 0.6 0.0
-0.3 -0.1 0.1
-0.2 -0.3 0.0
0.1 0.4 0.0
0.5 0.8 0.8
0.2 -0.5 0.1
-0.3 -0.3 0.0
0.1 0.2 0.2
-0.2 -0.3 0.1
-0.3 0.2 -0.1
0.0 0.1 -0.2
-1.1 -0.7 0.0
-2.1 1.0 2.2
1.1 -0.4 -1.4
-1.0 -0.5 0.3
0.1 0.2 0.0
0.8 -0.1 1.5
-0.1 0.0 -1.6
0.7 0.1 0.1
0.1 0.3 -0.4
0.2 0.2 -0.4
0.7 -0.1 -0.3
-0.6 -1.2 0.4
0.2 0.1 0.1
-0.2 0.1 0.5
-0.1 0.1 0.2
0.2 0.1 0.6
0.7 -0.2 -0.5
0.1 0.5 0.6
-0.8 -1.1 -0.9
0.5 0.7 0.2
0.2 0.1 1.1
0.5 -0.3 0.0
0.1 -0.2 -0.3
-0.6 -0.1 -0.2
-0.2 -0.1 -0.1
-0.2 -0.2 -0.1
-0.1 0.4 0.1
-0.1 0.4 0.2
-0.4 0.1 -0.4
0.0 -0.1 -0.2
1.4 -0.9 -0.4
0.6 -0.3 1.3
-0.3 -0.1 -1.0
0.2 0.6 0.3
-0.4 0.1 0.2
-0.4 -0.5 -0.2
0.2 -0.5 0.7
-0.5 0.4 0.4
-0.3 0.5 -0.4
-0.2 -0.1 -0.2
0.0 0.3 0.1
-0.4 0.1 -0.2
0.0 0.2 0.0
-0.2 0.1 -0.3
0.2 0.1 -0.3
0.5 0.6 -1.1
0.1 0.0 1.7
0.1 0.0 -0.8
0.2 0.0 2.4
-0.5 -0.2 -1.1
-0.2 0.0 -1.4
1.3 0.1 0.6
-0.1 -0.3 0.1
1.4 0.3 -0.8
0.1 0.2 0.9
0.1 -0.1 -0.5
0.1 0.3 -0.3
-0.2 -0.2 0.1
-0.1 0.3 -0.2
-0.7 0.0 0.4
-0.3 -0.1 -0.6
1.2 -0.5 0.2
-1.4 0.4 0.3
0.1 0.1 0.2
0.4 0.1 -0.1
0.1 0.4 0.2
0.0 -0.4 -0.3
-0.2 0.1 0.0
0.1 -0.2 0.0
0.1 0.1 0.2
0.2 -0.3 -0.4
0.1 0.5 0.5
-0.4 -0.2 0.0
0.0 -0.3 0.0
0.2 0.2 -0.3

2S+1	1
electronic energy	-151475.872	eV
structure (SMILES)	COC[C@H](C)N.COC[C@H](C)N.COC[C@H](C)N.COC[C@H](C)N.CCOC(=O)OC.CCOC(=O)OC.CCOC(=O)OC.CCOC(=O)OC.ClCCl.ClCCl.ClCCl
net charge	0
E_HOMO	-8.5464	eV
frontier orbital gap	8.83	eV

No. 3
Molecular formula: C4H7NO
Method: DFT, ωB97M-V/def2-TZVPD

Cartesian coordinates (Å):
O 1.939705 0.709066 0.296442
C 0.920686 0.217226 -0.512099
C 0.299061 -1.191419 -0.180211
C -1.039787 -0.461923 0.016456
N -0.804702 0.489476 1.120154
C -0.436977 0.847336 -0.258747
H 1.512819 0.789491 1.164919
H 1.232336 0.270951 -1.559075
H 0.744656 -1.694057 0.688837
H 0.281324 -1.878499 -1.030042
H -2.001165 -0.690259 -0.386866
H -1.684220 0.942017 1.355280
H -0.912264 1.694161 -0.740498

Cartesian forces, eV/Å:
0.2 -0.1 0.3
0.0 0.0 -0.3
-0.2 0.0 -0.1
0.5 -0.2 0.1
-0.3 -0.2 -0.1
-0.1 0.5 -0.4
0.3 0.1 0.0
0.0 0.1 0.2
-0.4 0.2 -0.1
0.2 0.2 0.0
-0.6 -0.5 0.4
0.1 0.1 0.0
0.2 0.0 0.0

2S+1	1
electronic energy	-7796.902	eV
structure (SMILES)	O[C@H]1C[C@H]2N[C@@H]12
ΔE to the lowest compared entry with this formula, charge and spin	2.742	eV
net charge	0
E_HOMO	-9.4797	eV
frontier orbital gap	10.51	eV